Entry 1:
{
  "formula": "C9H24AlF2N3O4P",
  "method": "ωB97M-V with the def2-TZVPD basis set",
  "symbols": ["Al", "F", "F", "O", "P", "N", "C", "C", "N", "C", "C", "N", "C", "C", "H", "H", "H", "H", "H", "H", "H", "H", "H", "H", "H", "H", "H", "H", "H", "H", "H", "H", "C", "O", "C", "O", "O", "C", "H", "H", "H", "H", "H", "H"],
  "positions_angstrom": [[-1.6299, 0.9168, -0.6468], [-3.0185, 0.4938, 0.9316], [0.2142, 1.8641, -1.2182], [-0.5991, -0.1922, -0.1364], [0.2821, -0.7683, 0.8762], [-0.5348, -1.3809, 2.2582], [-0.2185, -2.5118, 3.1249], [-1.6581, -0.6423, 2.6389], [1.4293, 0.2842, 1.6468], [2.0725, 1.2723, 0.7637], [2.2950, -0.2059, 2.7537], [1.1528, -2.0795, 0.2679], [0.4833, -3.2815, -0.2539], [2.4505, -2.1381, -0.2718], [-1.1036, -3.0306, 3.4930], [0.1583, -2.0626, 4.0439], [0.5020, -3.1923, 2.6711], [-1.5303, -0.3194, 3.6720], [-2.5072, -1.3247, 2.6769], [-1.8087, 0.2904, 2.0953], [2.2508, 2.2855, 1.1240], [2.9643, 0.8356, 0.3141], [1.3718, 1.4208, -0.0579], [2.3021, 0.5035, 3.5812], [1.8190, -1.0516, 3.2501], [3.3292, -0.4104, 2.4765], [-0.4615, -3.5990, 0.1873], [0.4530, -3.1950, -1.3400], [1.1676, -4.0811, 0.0300], [3.0427, -1.2556, -0.0295], [2.3572, -2.0928, -1.3569], [3.0196, -3.0023, 0.0707], [0.4070, 1.6450, -3.7995], [-0.8661, 2.2462, -4.2060], [-1.7960, 2.4137, -3.2494], [-1.9627, 1.8033, -2.2247], [-2.5576, 3.4471, -3.6786], [-3.7291, 3.7648, -3.0194], [0.8096, 2.2674, -3.0005], [1.1599, 1.8571, -4.5586], [0.4956, 0.6294, -3.4136], [-4.2734, 2.8399, -2.8281], [-4.2596, 4.5211, -3.5979], [-3.4749, 4.2156, -2.0601]],
  "homo_ev": -11.8,
  "de_lowest_kj_mol": 0.0,
  "total_charge": 1,
  "energy_ev": -43698.83803,
  "gap_ha": 0.2814,
  "fmax_ha_per_bohr": 0.202,
  "lumo_energy_ev": -4.19
}

***

Entry 2:
{
  "formula": "C9H24BaFO9S3",
  "method": "ωB97M-V with the def2-TZVPD basis set",
  "symbols": ["Ba", "F", "O", "S", "O", "O", "C", "C", "C", "H", "H", "H", "H", "H", "H", "H", "H", "O", "S", "O", "O", "C", "C", "C", "H", "H", "H", "H", "H", "H", "H", "H", "O", "S", "O", "O", "C", "C", "C", "H", "H", "H", "H", "H", "H", "H", "H"],
  "positions_angstrom": [[-2.7311, -2.2883, -2.7555], [-2.6014, -0.3544, -0.8981], [-0.1676, -1.4604, -2.3079], [0.6390, -0.3317, -2.7740], [1.6712, 0.1624, -1.9078], [1.2699, -0.6776, -4.1975], [2.5196, 0.0070, -4.5417], [2.8767, -0.4258, -5.9560], [-0.4779, 1.0046, -3.2009], [3.3291, -0.2376, -3.8595], [2.3356, 1.0825, -4.5064], [3.7077, 0.2296, -6.2318], [2.0422, -0.2992, -6.6373], [3.2775, -1.4369, -5.9455], [0.1253, 1.9123, -3.1922], [-1.2671, 1.0462, -2.4468], [-0.8646, 0.9276, -4.2172], [-3.7195, 3.0152, 3.1819], [-3.2455, 2.3753, 1.9891], [-4.0535, 2.4334, 0.8040], [-1.7951, 2.9963, 1.6401], [-1.2149, 2.6561, 0.3839], [-0.5383, 3.8864, -0.1913], [-2.7466, 0.6943, 2.3735], [-1.9253, 2.2670, -0.3523], [-0.5397, 1.7999, 0.5335], [0.1627, 4.3423, 0.5047], [-1.3246, 4.6195, -0.3762], [-0.0465, 3.6013, -1.1231], [-3.1925, 0.3440, 3.3011], [-1.6701, 0.5980, 2.4396], [-3.1713, 0.0964, 1.5657], [-1.0557, -1.9552, 3.1384], [0.2586, -1.6970, 2.6160], [0.9886, -0.4906, 2.9277], [1.1765, -2.9970, 2.9124], [1.2891, -3.4064, 4.2679], [1.7583, -2.3189, 5.2543], [0.2445, -1.8748, 0.8258], [2.0215, -4.2049, 4.3477], [0.3383, -3.7845, 4.6470], [2.6365, -1.8066, 4.8590], [2.0492, -2.7805, 6.1967], [0.9909, -1.5733, 5.4567], [-0.4986, -1.1718, 0.4452], [-0.0638, -2.8985, 0.6254], [1.2029, -1.6258, 0.3813]],
  "homo_ev": -12.4,
  "de_lowest_kj_mol": 0.0,
  "total_charge": 1,
  "energy_ev": -64059.69336,
  "gap_ha": 0.2672,
  "fmax_ha_per_bohr": 0.062,
  "lumo_energy_ev": -5.11
}

***

Entry 3:
{
  "formula": "C9H24BrO9S3",
  "method": "ωB97M-V with the def2-TZVPD basis set",
  "symbols": ["Br", "O", "S", "O", "O", "C", "C", "C", "H", "H", "H", "H", "H", "H", "H", "H", "O", "S", "O", "O", "C", "C", "C", "H", "H", "H", "H", "H", "H", "H", "H", "O", "S", "O", "O", "C", "C", "C", "H", "H", "H", "H", "H", "H", "H", "H"],
  "positions_angstrom": [[-1.7838, 0.1845, 2.8144], [2.8245, 0.0695, 4.0687], [3.2472, -0.1170, 2.7233], [4.4013, 0.5912, 2.2500], [3.5398, -1.6689, 2.5528], [4.1576, -2.0765, 1.3132], [5.5406, -2.6272, 1.5545], [1.9206, 0.1512, 1.5872], [4.1940, -1.2371, 0.6172], [3.4990, -2.8089, 0.8416], [5.7795, -3.3296, 0.7492], [5.5748, -3.2331, 2.4609], [6.2915, -1.8432, 1.5967], [1.0737, 0.5473, 2.1459], [1.6566, -0.8073, 1.1494], [2.3180, 0.8302, 0.8422], [-5.1635, -3.1936, -1.2179], [-4.3832, -2.0722, -0.8312], [-3.3722, -1.5742, -1.7018], [-5.4541, -0.9245, -0.5559], [-4.9824, 0.4245, -0.4290], [-4.9162, 1.1576, -1.7543], [-3.7905, -2.3348, 0.7965], [-4.0351, 0.4778, 0.1176], [-5.7224, 0.9240, 0.1951], [-5.7410, 0.8616, -2.4019], [-3.9981, 0.9596, -2.2993], [-4.9709, 2.2317, -1.5638], [-3.3234, -1.4357, 1.2009], [-3.0821, -3.1583, 0.8409], [-4.6748, -2.6062, 1.3677], [0.2326, 0.5273, -3.1195], [0.6480, 0.2637, -1.7739], [1.3446, -0.9259, -1.4556], [1.6439, 1.4390, -1.3255], [1.5827, 2.6725, -2.0332], [2.1507, 3.7460, -1.1495], [-0.7137, 0.5056, -0.6839], [0.5419, 2.9388, -2.2519], [2.0796, 2.6358, -3.0030], [1.5247, 3.8803, -0.2673], [2.1298, 4.7011, -1.6816], [3.1804, 3.5425, -0.8589], [-1.6074, 0.3566, -1.2752], [-0.7069, 1.5290, -0.3142], [-0.6560, -0.1750, 0.1623]],
  "homo_ev": -4.9,
  "de_lowest_kj_mol": 0.0,
  "total_charge": -1,
  "energy_ev": -130699.89716,
  "gap_ha": 0.2740,
  "fmax_ha_per_bohr": 0.022,
  "lumo_energy_ev": 2.56
}

***

Entry 4:
{
  "formula": "C9H24Cl2O10P3Sn",
  "method": "ωB97M-V with the def2-TZVPD basis set",
  "symbols": ["Sn", "C", "C", "O", "P", "O", "O", "O", "P", "O", "O", "O", "H", "H", "H", "H", "H", "H", "H", "Cl", "C", "Cl", "H", "H", "C", "C", "O", "P", "O", "C", "C", "O", "C", "C", "H", "H", "H", "H", "H", "H", "H", "H", "H", "H", "H", "H", "H", "H", "H"],
  "positions_angstrom": [[0.1986, 0.0964, 0.6463], [2.3365, -4.0208, -2.3562], [1.5257, -2.7800, -2.2916], [1.3781, -2.0409, -3.3885], [-0.1068, -2.9373, -1.4004], [0.0068, -4.1608, -0.4536], [-0.9216, -3.4056, -2.6306], [-0.6215, -1.7010, -0.7344], [2.3864, -1.5801, -0.9112], [3.8568, -1.8228, -1.3455], [1.9086, -2.2557, 0.3101], [1.9038, -0.1916, -1.1330], [1.7277, -4.8385, -2.7687], [2.6614, -4.3396, -1.3648], [3.2186, -3.9065, -2.9916], [1.9536, -2.3158, -4.1310], [0.4082, -4.0479, 0.4118], [-1.8413, -3.6837, -2.5729], [4.4198, -1.0665, -1.5443], [-1.5052, -0.2062, 5.5374], [0.2019, -0.2629, 5.1145], [0.4169, -0.2445, 3.3212], [0.6455, -1.1927, 5.4779], [0.7125, 0.6182, 5.5084], [-2.4717, 4.8875, -3.4664], [-1.8479, 3.5465, -3.1531], [-1.8526, 3.3536, -1.7200], [-1.1529, 2.1826, -0.9063], [-2.0511, 2.1218, 0.4263], [-3.4910, 2.1262, 0.5260], [-3.9432, 3.3785, 1.2643], [0.1883, 2.7763, -0.2203], [0.3467, 4.1760, 0.1500], [0.8715, 5.0332, -0.9782], [-2.5139, 5.0172, -4.5452], [-1.8900, 5.7037, -3.0359], [-3.4811, 4.9644, -3.0640], [-0.8267, 3.4784, -3.5376], [-2.4416, 2.7497, -3.6190], [-3.7516, 1.2389, 1.1066], [-3.9472, 2.0741, -0.4648], [-3.3816, 3.5060, 2.1861], [-5.0000, 3.2801, 1.5038], [-3.8121, 4.2622, 0.6492], [1.0807, 4.1415, 0.9627], [-0.5982, 4.5558, 0.5436], [1.7156, 4.5487, -1.4655], [1.2075, 5.9885, -0.5726], [0.0933, 5.2537, -1.7109]],
  "homo_ev": [-18.6, -18.6],
  "de_lowest_kj_mol": 255.4,
  "total_charge": 3,
  "energy_ev": -88915.63792,
  "gap_ha": [0.1808, 0.2247],
  "fmax_ha_per_bohr": 0.090,
  "lumo_energy_ev": [-13.71, -12.51]
}